No. 1
Entry from the Open Molecules 2025 dataset: a structure of composition C29H52ClIrN3O4SSi (ωB97M-V/def2-TZVPD).

XYZ file:
```
92
Properties=species:S:1:pos:R:3:mulliken_charge:R:1
Ir -0.357 -1.388 0.261 2.0509
C 3.094 1.026 1.692 -1.3225
C 2.900 -0.397 1.183 1.5209
C 2.400 -1.300 2.315 -1.2815
C 4.199 -0.938 0.599 -1.6722
O 1.866 -0.405 0.137 -0.1828
Si 1.800 0.377 -1.324 -1.2574
S -0.108 -0.404 -1.890 -0.5712
O 3.006 -0.194 -2.226 -0.3134
C 3.312 -0.130 -3.640 1.5045
C 2.774 1.156 -4.253 -1.3326
C 2.674 -1.342 -4.310 -1.5447
C 4.827 -0.193 -3.753 -1.7148
O 1.860 1.977 -1.261 0.6800
C 0.924 3.047 -0.974 2.1987
C 1.767 4.256 -0.603 -1.9039
C 0.109 3.320 -2.233 -1.7153
C 0.000 2.665 0.181 -1.0960
H 3.907 1.051 2.418 0.5782
H 2.183 1.382 2.172 0.0756
H 3.344 1.690 0.864 0.2685
H 2.776 -0.954 3.275 0.4312
H 2.725 -2.336 2.181 0.3228
H 1.310 -1.278 2.347 0.0834
H 4.939 -1.048 1.391 0.5348
H 4.588 -0.259 -0.160 0.3078
H 4.034 -1.910 0.129 0.2498
H 1.681 1.177 -4.199 0.2023
H 3.072 1.215 -5.299 0.5801
H 3.165 2.024 -3.723 0.2723
H 1.600 -1.359 -4.115 0.3244
H 3.122 -2.265 -3.934 0.2701
H 2.830 -1.297 -5.388 0.4831
H 5.279 0.696 -3.313 0.3796
H 5.119 -0.254 -4.802 0.4440
H 5.204 -1.074 -3.232 0.3307
H 2.461 4.494 -1.409 0.3997
H 2.341 4.054 0.303 0.3699
H 1.122 5.117 -0.425 0.4059
H 0.763 3.621 -3.053 0.3633
H -0.606 4.121 -2.043 0.5096
H -0.438 2.423 -2.529 0.1896
H 0.564 2.556 1.109 0.1494
H -0.512 1.724 -0.029 -0.4638
H -0.751 3.442 0.325 0.8087
N 1.154 -3.375 -1.627 -0.5734
N 1.003 -3.144 -0.223 -0.3606
H 1.851 -4.091 -1.805 0.3056
H 1.449 -2.509 -2.066 -0.0040
H 1.890 -2.964 0.244 0.1691
H 0.593 -3.983 0.173 0.4457
Cl -4.228 -3.556 -3.171 -0.1657
C -3.550 -3.598 -1.596 -0.1703
C -4.170 -4.293 -0.569 -0.2674
C -3.598 -4.254 0.693 -0.7192
C -2.466 -3.493 0.898 -0.1107
N -1.873 -2.837 -0.105 0.3915
C -2.386 -2.899 -1.337 -0.1457
H -5.090 -4.833 -0.749 0.4605
H -4.032 -4.807 1.513 0.4638
H -2.023 -3.393 1.880 0.3302
H -1.861 -2.374 -2.124 0.4479
C 0.235 1.017 4.124 -0.9671
C -1.227 0.694 4.447 0.1408
C -1.400 -0.789 4.787 -1.4673
C -2.127 1.163 3.320 0.3691
C -2.922 2.278 3.538 -0.9180
C -3.800 2.750 2.578 -1.5069
C -3.893 2.076 1.378 -0.8135
C -3.077 0.990 1.086 -0.3939
C -3.250 0.278 -0.236 3.9805
C -3.357 1.243 -1.423 -1.8354
C -4.475 -0.642 -0.179 -1.4903
C -2.146 0.538 2.050 0.8743
O -1.278 -0.469 1.807 0.0951
H 0.876 0.819 4.987 0.4845
H 0.341 2.069 3.852 0.3821
H 0.572 0.405 3.293 -0.2784
H -1.505 1.268 5.334 0.7434
H -1.130 -1.418 3.940 -0.0084
H -2.433 -1.000 5.067 0.4262
H -0.758 -1.047 5.632 0.4413
H -2.857 2.788 4.492 0.4296
H -4.419 3.614 2.774 0.3950
H -4.621 2.397 0.641 0.4222
H -2.369 -0.345 -0.398 -2.2140
H -4.371 1.634 -1.524 0.5076
H -3.106 0.726 -2.352 0.4162
H -2.673 2.084 -1.309 0.2806
H -5.368 -0.063 0.059 0.4419
H -4.357 -1.407 0.593 0.2577
H -4.630 -1.132 -1.145 0.3902
```

Summary:
HOMO-LUMO gap (spin up / spin down) = 5.92 / 5.92 eV
HOMO (spin up / spin down) = -0.372 / -0.372 Eh
Charge = +1
ΔE to the lowest compared entry with this formula, charge and spin = 203.0 kJ/mol

***

No. 2
Entry from the Open Molecules 2025 dataset: a structure of composition C4H7NO2 (ωB97M-V/def2-TZVPD).

XYZ file:
```
14
Properties=species:S:1:pos:R:3:mulliken_charge:R:1
C 0.020 -1.442 0.740 -1.4837
C -0.761 0.492 -0.352 -0.6165
C -1.128 1.904 -0.542 -0.1443
O -2.158 2.197 -1.109 -0.4873
C 0.467 -0.080 0.210 1.5442
O 0.202 0.839 1.173 -0.5512
N 1.682 -0.003 -0.537 -0.6651
H 0.794 -1.796 1.415 0.4167
H -0.920 -1.367 1.310 0.3645
H -0.128 -2.126 -0.097 0.3481
H -1.539 -0.233 -0.676 0.3136
H -0.447 2.602 -0.050 0.3980
H 1.521 -0.450 -1.437 0.2743
H 2.395 -0.538 -0.051 0.2888
```

Summary:
HOMO-LUMO gap (spin up / spin down) = 8.92 / 8.92 eV
HOMO (spin up / spin down) = -0.366 / -0.366 Eh
Charge = 0
ΔE to the lowest compared entry with this formula, charge and spin = 410.3 kJ/mol

***

No. 3
Entry from the Open Molecules 2025 dataset: a structure of composition C18H21CrN3O5 (ωB97M-V/def2-TZVPD).

XYZ file:
```
48
Properties=species:S:1:pos:R:3:mulliken_charge:R:1
Cr -0.426 0.502 -0.743 0.5798
C -0.333 3.891 -0.169 -1.0366
O -0.944 2.773 -0.596 -0.3010
H -0.275 4.708 -0.888 0.2794
H -0.818 4.443 0.637 0.2622
H 0.648 3.687 0.258 0.2485
C -3.661 -0.595 -1.338 -1.0520
O -2.544 0.217 -1.214 -0.1801
H -4.495 -0.105 -1.841 0.2033
H -3.369 -1.527 -1.824 0.2459
H -4.042 -0.899 -0.363 0.2547
C -0.468 1.245 -3.701 0.3651
O -1.394 2.100 -3.577 -0.7688
O -0.389 0.739 -4.842 -0.8699
O 0.167 0.805 -2.752 -0.3492
N -0.988 0.302 1.447 0.8748
C -1.817 -0.717 1.839 -0.2315
C -2.366 -0.836 3.148 -1.3088
C -2.098 0.136 4.053 0.0054
C -1.249 1.204 3.757 -1.0727
C -0.710 1.203 2.478 -0.1832
H -2.011 -1.526 1.151 0.4264
H -3.079 -1.621 3.354 0.2945
H -2.550 0.031 5.029 0.3620
H -1.213 2.079 4.389 0.2760
H -0.150 2.081 2.190 0.1979
N 1.694 0.663 -0.078 0.6183
C 2.325 0.329 1.091 -0.2863
C 3.693 0.512 1.355 -1.3680
C 4.466 1.237 0.420 -0.2609
C 3.876 1.657 -0.792 -0.8328
C 2.549 1.327 -0.987 -0.4413
H 1.611 -0.119 1.765 0.5131
H 4.074 0.278 2.338 0.3135
H 5.514 1.392 0.630 0.3312
H 4.399 2.175 -1.582 0.3991
H 2.156 1.737 -1.906 0.2895
N 0.071 -1.666 -0.734 0.7105
C 0.713 -2.523 0.159 0.2313
C 1.014 -3.834 -0.126 -1.1369
C 0.636 -4.309 -1.345 0.0148
C 0.017 -3.512 -2.301 -1.1137
C -0.350 -2.207 -1.910 -0.1663
H 1.029 -2.075 1.090 0.2152
H 1.580 -4.510 0.497 0.3595
H 0.809 -5.347 -1.588 0.3401
H -0.343 -3.857 -3.259 0.3744
H -0.959 -1.668 -2.620 0.3736
```

Summary:
HOMO-LUMO gap (spin up / spin down) = 2.55 / 2.93 eV
HOMO (spin up / spin down) = 0.143 / 0.126 Eh
<S²> = 8.8599
Multiplicity = 6
Charge = -3